Record 1
Computed, not measured: a molecular structure, C14H29BBr2N4PdSi2, with wB97M-V/def2-TZVPD.

F_max = 0.96 eV/Å
HOMO energy = -1.25 eV
Net charge = -2
Kohn-Sham gap = 6.219 eV

```
53
Properties=species:S:1:pos:R:3:nbo_charge:R:1
Pd -0.990 -0.043 1.127 0.6218
Br -1.293 -0.448 3.692 -0.7513
C -2.857 0.688 1.337 -0.6238
Br -4.169 1.222 -0.080 -0.1969
H -2.760 1.636 1.888 0.1755
H -3.485 0.006 1.931 0.1896
B 2.586 1.181 1.172 0.2010
N 1.610 2.250 1.697 -0.2972
C 1.963 3.470 2.118 -0.0587
C 0.829 4.129 2.549 -0.3896
C -0.189 3.196 2.350 -0.0661
N 0.301 2.080 1.831 -0.2848
N 2.129 -0.190 1.707 -0.2832
C 2.839 -0.970 2.530 -0.0291
C 2.166 -2.161 2.703 -0.3710
C 1.016 -2.009 1.931 -0.0206
N 1.014 -0.818 1.342 -0.3066
H 3.673 1.422 1.636 -0.0776
H 2.623 1.169 -0.026 -0.0644
H 2.991 3.783 2.090 0.1938
H 0.761 5.120 2.967 0.1963
H -1.239 3.299 2.554 0.1972
H 3.765 -0.634 2.957 0.2007
H 2.452 -2.985 3.330 0.2021
H 0.210 -2.712 1.795 0.2193
C 1.610 0.060 -2.528 -1.1106
Si -0.052 0.843 -1.972 1.7016
C 0.178 2.638 -1.305 -1.1089
C -0.907 1.191 -3.676 -1.1027
C -1.199 -0.243 -0.958 -1.5112
Si -1.211 -2.122 -0.953 1.6862
C -2.147 -2.775 -2.525 -1.1088
C -2.150 -3.012 0.504 -1.1203
C 0.478 -3.011 -1.179 -1.1154
H 2.231 0.791 -3.039 0.2127
H 1.441 -0.769 -3.210 0.2118
H 2.166 -0.317 -1.679 0.2429
H 0.147 3.380 -2.103 0.2021
H 1.110 2.771 -0.766 0.2397
H -0.624 2.859 -0.605 0.2483
H -0.268 1.765 -4.342 0.2001
H -1.827 1.749 -3.543 0.2188
H -1.159 0.265 -4.181 0.2086
H -2.205 0.079 -1.234 0.2520
H -3.195 -2.491 -2.525 0.2147
H -2.096 -3.858 -2.620 0.2002
H -1.696 -2.348 -3.416 0.2096
H -2.199 -2.361 1.385 0.2652
H -1.660 -3.937 0.813 0.2065
H -3.174 -3.258 0.228 0.2148
H 0.821 -2.903 -2.201 0.2140
H 0.402 -4.074 -0.962 0.2089
H 1.240 -2.592 -0.537 0.2427
```



Record 2
Computed, not measured: 3 unconnected molecules or ions with the total composition C14H29BrO6, with wB97M-V/def2-TZVPD.

Structure (SMILES) = CCCOC[C@@H](CC(=O)Br)OC=O.CC(C)O.CC(C)O
F_max = 5.65 eV/Å
HOMO energy = -10.02 eV
Net charge = 0
Kohn-Sham gap = 10.337 eV

```
50
Properties=species:S:1:pos:R:3:nbo_charge:R:1
C 0.924 0.864 3.951 -0.6294
C 1.209 0.336 2.445 -0.4350
C 0.990 1.501 1.333 -0.0870
O 1.684 1.143 0.090 -0.5586
C 0.702 1.321 -0.979 -0.1088
C 1.352 1.259 -2.443 0.0650
C 0.176 0.707 -3.431 -0.5269
C 0.736 -0.072 -4.707 0.5054
O 0.074 0.040 -5.773 -0.5059
Br 2.382 -1.192 -4.733 -0.0090
O 1.747 2.544 -2.993 -0.5448
C 2.310 3.405 -2.009 0.6264
O 3.510 3.771 -2.094 -0.5228
H -0.047 0.423 4.370 0.2135
H 0.871 2.008 3.963 0.2068
H 1.762 0.515 4.662 0.2146
H 0.538 -0.556 2.181 0.2346
H 2.318 0.060 2.410 0.2000
H 1.370 2.495 1.760 0.1748
H -0.149 1.620 1.174 0.2045
H -0.063 0.463 -0.835 0.2028
H 0.091 2.289 -0.867 0.1811
H 2.209 0.494 -2.427 0.2200
H -0.629 0.120 -2.867 0.2589
H -0.351 1.664 -3.811 0.2656
H 1.703 3.848 -1.132 0.1496
C 1.761 -4.637 1.362 -0.6294
C 1.303 -3.696 0.259 0.0943
C 2.319 -3.632 -0.872 -0.6303
O 1.111 -2.390 0.798 -0.7278
H 2.705 -4.295 1.800 0.1990
H 1.028 -4.664 2.172 0.2163
H 1.902 -5.652 0.983 0.2108
H 0.339 -4.031 -0.133 0.1733
H 3.281 -3.255 -0.511 0.2005
H 1.982 -2.944 -1.652 0.2178
H 2.476 -4.617 -1.318 0.2109
H 1.959 -2.084 1.147 0.4653
C -4.717 1.469 1.877 -0.6302
C -3.703 1.601 0.751 0.0936
C -4.276 1.114 -0.570 -0.6288
O -2.537 0.844 1.071 -0.7293
H -5.005 0.423 2.021 0.1991
H -4.288 1.813 2.822 0.2196
H -5.617 2.053 1.669 0.2127
H -3.395 2.646 0.655 0.1758
H -4.550 0.055 -0.510 0.1999
H -3.533 1.204 -1.368 0.2126
H -5.163 1.687 -0.852 0.2143
H -2.798 -0.083 1.159 0.4647
```



Number 1: E_tot -180949.7719 eV. Number 2: E_tot -97312.4763 eV.